Computed, not measured: a structure of composition C6H24HfN15O15 in a non-equilibrium geometry, with ωB97M-V with the def2-TZVPD basis set.

Frontier orbital gap   2.9660 eV
Energy above the lowest of the compared OMol25 structures with the same formula, charge and spin   1086.5 kJ/mol
HOMO level   -11.059 eV
Charge   +1
Spin multiplicity   1
LUMO energy   -8.09 eV

Structure (XYZ):
```
61
C6H24HfN15O15, DFT ωB97M-V with the def2-TZVPD basis set
Hf 1.563 3.681 0.534
N -0.499 0.685 -0.199
O -0.086 -0.046 -1.095
O 0.066 1.802 0.069
O -1.367 0.303 0.586
N 2.579 1.000 2.733
O 1.876 0.835 3.730
O 3.577 0.337 2.510
O 2.134 1.854 1.881
N 0.579 4.245 -2.796
O 0.505 4.021 -1.522
O -0.455 4.223 -3.437
O 1.689 4.406 -3.309
C -1.118 -3.138 1.863
O -1.014 -4.320 2.171
N -1.318 -2.197 2.845
N -1.153 -2.738 0.583
H -1.129 -1.241 2.590
H -1.136 -2.444 3.801
H -1.188 -3.559 -0.005
H -1.465 -1.885 0.157
C -0.899 3.108 3.028
O -0.082 3.426 2.094
N -0.909 3.748 4.197
N -1.512 1.940 2.995
H -0.236 4.491 4.285
H -1.345 3.345 5.007
H -2.157 1.575 3.679
H -1.656 1.475 2.099
C 0.432 -1.977 -4.390
O -0.745 -2.263 -4.275
N 1.171 -2.507 -5.401
N 1.151 -1.195 -3.508
H 0.798 -3.138 -6.086
H 2.137 -2.278 -5.557
H 0.631 -0.682 -2.813
H 2.039 -0.898 -3.864
C -5.729 -0.472 0.896
O -5.366 -1.288 1.743
N -7.048 -0.163 0.744
N -4.867 0.326 0.230
H -7.551 -0.651 1.469
H -7.366 0.623 0.212
H -5.326 0.988 -0.370
H -3.876 0.179 0.209
C 2.690 -2.859 0.788
O 3.608 -3.420 1.378
N 1.921 -1.945 1.419
N 2.171 -3.269 -0.411
H 1.003 -1.650 1.138
H 2.201 -1.794 2.376
H 1.739 -2.604 -1.033
H 2.783 -3.956 -0.830
C 3.220 1.400 -1.590
O 2.596 2.254 -0.935
N 3.387 1.480 -2.916
N 3.762 0.257 -1.067
H 3.088 2.256 -3.489
H 3.653 0.612 -3.337
H 4.442 -0.224 -1.621
H 3.403 -0.077 -0.182
```

Löwdin atomic charge list, values in e, 8 entries: atom 1 (Hf): 2.344, atom 2 (N): -0.476, atom 3 (O): 0.054, atom 4 (O): -0.163, atom 5 (O): 0.003, atom 6 (N): -0.541, atom 7 (O): 0.067, atom 8 (O): 0.085